Record 1
C4H14N2O | ωB97M-V/def2-TZVPD

The geometry in XYZ format:
```
21
Properties=species:S:1:pos:R:3:forces:R:3:lowdin_charge:R:1
N 1.17456 2.05628 0.27770 -0.619 1.131 0.378 -0.02
C 0.26348 1.56885 -0.76585 -0.251 0.085 -1.849 -0.28
C 0.57448 0.09876 -0.92354 -1.760 -2.926 1.423 -0.17
N -0.31920 -1.01640 -1.41071 -1.254 -0.087 -1.562 -0.25
C 0.06122 -2.37318 -1.12840 1.017 -2.524 0.985 -0.17
C -1.61635 -1.06915 -0.82227 -2.235 1.487 1.250 -0.19
H 1.48165 2.85948 -0.26809 0.628 0.481 1.670 0.06
H 0.70706 2.35088 1.17690 0.618 -0.330 -1.600 0.08
H 0.67805 2.10286 -1.67500 -1.266 -0.618 0.514 0.12
H -0.81276 1.79814 -0.63137 0.592 -0.097 -0.062 0.11
H 0.72027 -0.19343 0.10007 0.672 -0.224 0.990 0.09
H 1.46458 -0.07472 -1.43972 1.600 0.113 -0.730 0.10
H -0.76838 -3.13885 -1.44271 1.308 1.727 0.750 0.12
H 0.94327 -2.85206 -1.54932 0.449 0.851 -0.780 0.06
H 0.30034 -2.51052 -0.01103 -0.772 0.105 -0.939 0.10
H -1.58553 -1.40898 0.22101 0.271 -0.033 0.403 0.08
H -2.43156 -1.72159 -1.22498 1.182 0.364 -0.598 0.10
H -2.06291 -0.08713 -0.74670 -0.177 0.488 -0.223 0.06
H 1.18698 0.69923 3.85058 -0.957 1.013 -0.133 -0.01
H -0.36248 2.01526 4.00042 3.905 -4.924 1.311 0.28
O 0.40324 0.89631 4.41300 -2.950 3.918 -1.197 -0.27
```
Forces are in eV/Å.

Calculated values
Energy above the lowest of the compared OMol25 structures with the same formula, charge and spin = 553.1 kJ/mol
Max |F| = 0.1248 Eh/bohr
DFT total energy = -345.36552 a.u.
Molecular weight = 106.17 u

***

Record 2
C4H14N2O | ωB97M-V/def2-TZVPD

The geometry in XYZ format:
```
21
Properties=species:S:1:pos:R:3:forces:R:3:lowdin_charge:R:1
N -0.78524 0.46968 0.09262 -0.007 -0.048 0.169 0.02
C -0.07348 -2.39177 0.33130 0.460 -0.558 -0.378 -0.09
C 0.48960 -1.45797 -0.73867 -0.192 0.844 0.552 -0.23
C 0.57195 0.00979 -0.29892 -1.112 0.013 -0.588 -0.39
C 1.15264 0.88112 -1.42583 0.535 -0.364 0.001 -0.27
N 1.74395 2.14685 -0.99425 -0.389 0.162 0.070 0.00
H -0.83968 1.46632 -0.02403 0.071 0.537 0.219 0.06
H -1.51629 0.12960 -0.52059 0.210 -0.370 -0.342 0.08
H 0.73522 -2.74333 0.97034 -0.033 0.099 0.228 0.07
H -0.85303 -1.96978 0.95319 -0.078 0.263 0.000 0.06
H -0.47455 -3.28351 -0.14786 -0.095 -0.096 0.028 0.07
H -0.15147 -1.45578 -1.62498 0.132 -0.194 -0.144 0.11
H 1.50250 -1.74840 -1.01693 -0.106 -0.261 -0.198 0.11
H 1.17925 0.12502 0.59829 0.299 -0.127 0.033 0.13
H 1.89172 0.29616 -1.98511 0.239 0.078 0.250 0.10
H 0.39937 1.10522 -2.18327 -0.248 -0.020 0.158 0.12
H 0.99852 2.81154 -0.83320 -0.003 0.232 -0.107 0.05
H 2.19280 2.05934 -0.08969 0.206 -0.214 -0.076 0.06
H -2.28922 1.11511 2.79401 0.193 0.265 -0.029 0.02
H -2.23140 0.07123 1.68373 0.602 0.124 -0.432 -0.03
O -2.59138 0.24327 2.55121 -0.684 -0.367 0.585 -0.07
```
Forces are in eV/Å.

Calculated values
Energy above the lowest of the compared OMol25 structures with the same formula, charge and spin = 87.2 kJ/mol
Max |F| = 0.0245 Eh/bohr
DFT total energy = -345.54296 a.u.
Molecular weight = 106.17 u
SMILES = CC[C@H](N)CN.O

***

Record 3
C4H14N2O | ωB97M-V/def2-TZVPD

The geometry in XYZ format:
```
21
Properties=species:S:1:pos:R:3:forces:R:3:lowdin_spin:R:1
N 0.41283 -1.00520 -0.41756 0.261 -0.622 1.432 0.63
C 1.41226 1.79479 0.07602 -0.069 0.261 0.156 0.01
C 0.67618 0.87978 1.06069 0.324 0.307 0.188 0.01
C -0.29433 -0.06001 0.36724 0.255 0.670 -0.169 0.12
C -1.27706 -0.85538 1.27701 -0.485 -0.405 -0.436 0.09
N -2.01217 -1.84850 0.47555 -0.241 0.741 -0.221 0.01
H -0.03460 -1.91917 -0.54290 -0.186 0.051 -0.531 0.01
H 1.40980 -1.07058 -0.18945 0.029 0.046 -0.547 0.01
H 0.71489 2.25685 -0.61942 -0.024 -0.158 -0.280 0.00
H 2.23489 1.31624 -0.46076 -0.197 -0.132 -0.121 0.00
H 1.85688 2.63671 0.59483 0.169 -0.022 0.261 0.00
H 1.38488 0.28943 1.64447 0.080 -0.118 0.034 0.00
H 0.16728 1.50179 1.80527 -0.281 -0.215 -0.261 0.00
H -0.94390 0.53981 -0.29892 -0.103 -0.156 -0.074 0.05
H -1.92015 -0.11369 1.73813 0.005 0.151 0.227 0.00
H -0.67113 -1.36547 2.01712 0.037 0.008 0.298 0.00
H -2.14847 -1.46643 -0.46577 -0.119 -0.163 0.189 0.00
H -2.97552 -1.91470 0.82488 0.548 -0.323 0.016 0.00
H 0.22344 -0.11621 -3.58690 -0.004 -0.109 0.126 0.00
H 0.90474 0.11937 -2.19085 -0.160 -0.086 -0.250 0.00
O 0.87926 0.40056 -3.10870 0.161 0.274 -0.037 0.03
```
Forces are in eV/Å.

Calculated values
Energy above the lowest of the compared OMol25 structures with the same formula, charge and spin = 82.1 kJ/mol
Spin multiplicity = 2
Max |F| = 0.0308 Eh/bohr
DFT total energy = -345.21278 a.u.
Molecular weight = 106.17 u
⟨S²⟩ = 0.755
Total charge = +1

***

Record 4
C4H14N2O | ωB97M-V/def2-TZVPD

The geometry in XYZ format:
```
21
Properties=species:S:1:pos:R:3:forces:R:3:lowdin_charge:R:1
C 0.81330 -0.37096 -0.11154 4.685 -0.838 -2.523 0.13
C -0.14819 -0.74365 -1.15886 -3.328 -0.107 1.516 -0.11
C -1.31041 0.16135 -0.61346 -0.481 -0.984 -0.291 -0.26
C -1.74747 1.30520 -1.09763 0.856 0.601 0.164 0.14
N -1.81551 -0.35015 0.76261 0.410 2.210 0.489 0.20
N 2.79516 -0.20568 -1.01266 -1.829 0.432 -0.961 0.15
H 1.39112 -1.17013 0.35945 -0.911 0.545 1.245 0.12
H 0.95294 0.69305 0.04017 -0.304 -0.286 0.951 0.12
H -0.64556 -1.72843 -1.07729 1.293 -0.230 0.077 0.14
H 0.17919 -0.66985 -2.19062 -0.198 0.761 -0.135 0.15
H -2.18304 2.11801 -0.53199 -0.971 -0.429 0.104 0.11
H -1.41759 1.62030 -2.07863 0.197 -0.120 -0.064 0.11
H -2.07070 -1.32813 0.93457 0.258 0.000 -0.736 0.18
H -1.14604 0.03049 1.55702 -0.278 -0.594 -1.029 0.08
H -2.63071 0.20349 1.05676 -0.311 -0.213 -0.660 0.17
H 2.60358 0.16918 -1.95384 0.122 -0.336 0.359 0.11
H 3.18855 -1.14068 -1.12941 0.310 0.351 0.277 0.11
H 3.41174 0.49093 -0.58604 0.021 -0.623 0.336 0.12
H -0.36332 -0.43874 3.11061 0.495 0.419 0.540 0.11
H 0.31034 0.99991 3.13473 -0.308 -0.191 -0.013 0.13
O -0.16740 0.35448 2.58604 0.272 -0.370 0.353 0.00
```
Forces are in eV/Å.

Calculated values
Energy above the lowest of the compared OMol25 structures with the same formula, charge and spin = 363.3 kJ/mol
Max |F| = 0.1047 Eh/bohr
DFT total energy = -344.81153 a.u.
Molecular weight = 106.17 u
Total charge = +2

***

Record 5
C4H14N2O2 | ωB97M-V/def2-TZVPD

The geometry in XYZ format:
```
22
Properties=species:S:1:pos:R:3:forces:R:3:lowdin_charge:R:1
C -0.98779 -0.28054 1.18817 0.280 -1.509 0.859 -0.24
C -1.60671 1.08457 1.21123 -0.707 1.849 3.220 -0.40
C -2.44489 1.52040 0.08181 -0.720 1.697 -4.089 -0.08
O -2.39510 1.14193 2.50464 1.503 -2.057 0.149 -0.10
N -0.13328 -0.56599 -0.01524 0.136 3.955 3.978 -0.02
C 1.27457 -0.12129 0.49618 -0.876 -1.006 -0.703 -0.26
N 2.29072 -1.10769 0.11223 0.298 3.053 -3.761 0.00
H -0.43069 -0.51939 2.16857 -0.375 1.084 -1.276 0.13
H -1.78585 -0.95211 1.41475 -1.051 -0.920 -1.035 0.10
H -0.81621 1.76389 1.51017 0.241 0.646 -0.825 0.12
H -1.90163 2.12897 -0.80786 -0.735 -1.652 2.138 0.13
H -3.32438 2.18080 0.24762 0.890 -0.080 0.940 0.08
H -2.97305 0.70322 -0.42364 0.545 -0.338 0.052 0.07
H -3.16279 1.64145 2.77179 -0.145 0.662 -1.350 0.07
H -0.23738 -1.48423 -0.26624 0.420 -2.819 -0.445 0.05
H 1.27341 0.83210 -0.02973 1.456 -0.098 -0.351 0.10
H 1.24404 0.24574 1.58554 0.156 -1.423 -1.288 0.12
H 2.83494 -0.85722 -0.77988 -1.391 -0.455 2.150 0.10
H 2.78267 -1.80604 0.58528 0.081 -0.583 1.647 0.03
H 4.08285 -1.74479 -4.98568 -1.041 -0.884 -0.444 0.06
H 3.20536 -1.66918 -3.85749 -0.802 -0.493 -0.027 0.03
O 3.21117 -2.13459 -4.71224 1.836 1.371 0.459 -0.08
```
Forces are in eV/Å.

Calculated values
Energy above the lowest of the compared OMol25 structures with the same formula, charge and spin = 342.9 kJ/mol
Max |F| = 0.1091 Eh/bohr
DFT total energy = -420.67448 a.u.
Molecular weight = 122.17 u
SMILES = C[C@@H](O)CNCN.O

***

Record 6
C4H14N2O2P | ωB97M-V/def2-TZVPD

The geometry in XYZ format:
```
23
Properties=species:S:1:pos:R:3:forces:R:3:lowdin_charge:R:1
C -2.50146 -0.84320 1.13573 0.300 -0.205 1.982 -0.14
C 3.63583 0.67913 -0.09425 -0.815 -0.967 -1.391 -0.02
C -2.49327 -0.01898 -0.13217 -0.180 -0.376 -1.668 -0.52
C 3.58888 -0.76468 0.20282 -1.917 -0.177 -1.120 -0.03
N -2.65420 -0.89366 -1.39455 3.209 -0.605 3.163 0.03
N 2.44889 -1.20087 0.67530 -0.063 -0.287 -0.938 0.20
O -1.34595 2.18266 -1.20918 -1.255 1.643 -0.318 -0.21
O 0.32352 0.43300 -0.23510 -0.727 0.389 0.253 -0.36
P -1.02885 1.07124 -0.11330 -1.016 -0.768 -1.317 0.62
H -1.61364 -1.57347 1.31963 -1.559 1.274 -0.646 0.10
H -2.55791 -0.13508 2.03711 0.392 -0.903 -1.126 0.09
H -3.45921 -1.37146 1.19992 0.398 -0.292 -0.146 0.08
H 2.64493 1.10430 -0.00118 -0.102 0.191 0.160 0.07
H 4.33869 1.20353 0.47295 1.202 0.716 1.220 0.09
H 3.97799 0.79236 -1.12036 0.065 0.017 -0.253 0.11
H -3.32782 0.72255 -0.06956 0.397 -0.602 -0.134 0.12
H 4.34160 -1.46019 -0.27369 -0.464 0.491 1.713 0.18
H -2.90586 -0.40918 -2.21138 -0.319 1.143 -1.039 0.04
H -2.12631 2.83311 -1.02225 2.167 -1.853 -0.349 0.15
H -1.63877 -1.22051 -1.52055 -2.117 0.185 -0.320 0.09
H -1.38700 1.78566 0.96488 0.505 0.674 1.844 0.04
H 1.50225 -0.76483 0.48962 1.047 1.366 0.517 0.11
H 2.23768 -2.15144 0.89955 0.851 -1.054 -0.087 0.13
```
Forces are in eV/Å.

Calculated values
Energy above the lowest of the compared OMol25 structures with the same formula, charge and spin = 0.0 kJ/mol
Max |F| = 0.0884 Eh/bohr
DFT total energy = -761.91811 a.u.
Molecular weight = 153.14 u
Total charge = +1

***

Record 7
C4H14N2O3S | ωB97M-V/def2-TZVPD

The geometry in XYZ format:
```
24
Properties=species:S:1:pos:R:3:forces:R:3:lowdin_charge:R:1
O 2.51587 -0.98027 1.31557 0.152 -0.161 0.323 0.07
C 1.48439 -1.47472 0.94262 0.440 0.897 -0.278 -0.23
C 0.41367 -0.61756 0.29281 -2.506 -0.469 -0.435 -0.37
C -0.62930 -1.57841 -0.36107 2.423 0.155 -1.245 -0.49
S 0.13355 -2.66922 -1.66747 0.280 0.062 0.085 0.70
N -0.46658 0.26360 1.13137 1.159 -0.943 0.544 -0.04
C 0.29113 1.08192 2.10437 -0.719 1.494 -0.877 -0.28
N 1.18096 2.00851 1.37309 -0.084 -1.205 1.153 0.02
H 1.33296 -2.56467 0.95080 -0.168 -0.102 0.276 0.11
H 0.85145 0.05648 -0.44743 0.261 -0.373 -0.021 0.12
H -1.35578 -1.00584 -0.91416 -0.649 -0.121 0.539 0.03
H -0.93785 -2.29546 0.39909 -0.650 0.212 -0.159 0.08
H 1.05197 -1.84211 -2.24962 -0.584 -0.040 0.454 -0.12
H -1.11616 -0.33508 1.63537 0.009 -0.008 0.137 0.11
H -0.46563 1.68588 2.61098 0.013 -0.083 0.121 0.11
H 0.82669 0.51978 2.87566 0.249 0.017 -0.359 0.11
H 0.70831 2.33256 0.53585 0.077 -0.046 0.058 0.07
H 1.98122 1.43109 1.13941 0.256 0.443 -0.416 0.05
H -3.30384 0.94721 -1.47131 -0.682 -0.622 -0.069 0.03
H -2.15728 0.62456 -0.40441 -0.475 0.357 -0.162 -0.01
O -2.50954 1.25087 -1.05965 1.239 0.473 0.304 -0.05
H -0.59045 0.61134 -2.88686 -0.316 0.049 0.136 0.01
H 0.63338 1.44758 -2.55389 0.016 0.153 0.087 0.02
O 0.12686 1.10194 -3.29115 0.259 -0.139 -0.196 -0.05
```
Forces are in eV/Å.

Calculated values
Energy above the lowest of the compared OMol25 structures with the same formula, charge and spin = 208.3 kJ/mol
Max |F| = 0.0531 Eh/bohr
DFT total energy = -894.17839 a.u.
Molecular weight = 170.23 u
SMILES = NCN[C@@H](C=O)CS.O.O

***

Record 8
C4H14N2OS | ωB97M-V/def2-TZVPD

The geometry in XYZ format:
```
22
Properties=species:S:1:pos:R:3:forces:R:3:lowdin_charge:R:1
C -0.30073 1.71426 -2.06524 -1.120 -0.380 -1.116 -0.13
N -0.79702 0.34001 -1.78779 1.290 0.405 2.003 -0.08
C -0.79331 0.18518 -0.26587 -1.919 -1.260 -1.410 -0.38
C 0.64393 0.10599 0.35334 -0.936 1.927 -0.607 -0.53
S 0.78238 0.67908 2.08634 -0.471 -1.253 0.448 0.72
C -1.50520 -1.19599 0.05768 1.161 -0.234 -0.623 -0.26
N -2.10493 -1.24259 1.38950 1.090 -0.351 -0.082 0.00
H -0.59980 1.98790 -3.09519 0.826 -0.318 0.187 0.08
H 0.76017 1.79141 -1.86120 0.244 0.527 -0.263 0.06
H -0.85840 2.46147 -1.50521 0.071 -0.187 0.581 0.08
H -0.02264 -0.28679 -2.00332 -0.328 -0.124 -0.903 0.07
H -1.50954 0.98331 -0.00602 0.825 -0.072 0.800 0.13
H 1.33909 0.73785 -0.22896 -0.268 -0.458 0.287 0.05
H 0.90106 -0.93893 0.23542 0.647 0.093 0.492 0.04
H 1.34958 1.86373 1.99912 0.268 0.514 -0.602 -0.18
H -2.19524 -1.61899 -0.69126 0.050 1.007 -0.008 0.11
H -0.64175 -1.91786 0.01446 -1.007 0.181 0.269 0.11
H -2.52144 -0.34428 1.60454 -0.014 -0.014 0.079 0.06
H -1.27247 -1.33666 1.97023 -0.672 0.132 0.683 0.04
H 1.90445 -0.74775 -1.87756 0.733 0.288 -0.109 0.01
H 3.38921 -1.17095 -1.45018 0.318 0.658 -0.242 0.04
O 2.47565 -1.42418 -1.50763 -0.789 -1.081 0.135 -0.04
```
Forces are in eV/Å.

Calculated values
Energy above the lowest of the compared OMol25 structures with the same formula, charge and spin = 153.6 kJ/mol
Max |F| = 0.0524 Eh/bohr
DFT total energy = -743.67534 a.u.
Molecular weight = 138.24 u
SMILES = CN[C@@H](CN)CS.O